ORCA calculation (wB97M-V/def2-TZVPD) on C29H45BCrO2P2 as an isolated structure in a non-equilibrium geometry.

E_HOMO (spin up / spin down) = -10.82 / -10.83 eV
LUMO energy (spin up / spin down) = -0.0681 / -0.1037 Ha
total charge = +1
M = 550.4 Da
multiplicity = 4
strongest force on any atom = 0.0455 Eh/bohr

Geometry (Å):
H -6.03 -3.44 -1.94
C -4.21 -4.42 -0.57
C 1.09 2.96 -1.53
C -3.19 -3.45 -2.70
H 3.61 4.36 1.50
H 2.22 3.73 2.39
C 4.71 -0.17 5.18
H -0.18 0.61 3.23
H 3.21 0.59 -2.91
C 2.42 2.97 0.39
B 1.99 0.21 1.56
H 0.06 -0.80 -3.33
H -0.73 4.39 0.09
C 0.05 3.35 -2.52
C -3.11 -4.15 -1.56
H 0.25 4.29 1.57
H -4.18 -1.94 -3.84
H -1.13 0.28 -2.56
C 4.87 -1.34 3.06
H -1.95 0.22 3.07
C 3.65 -0.80 2.73
C -1.13 0.89 2.76
H 6.36 -1.42 4.60
H 1.75 1.25 -3.67
H -2.59 2.55 0.66
C 4.44 1.56 -0.49
H -2.32 -3.41 -3.35
H -6.36 -1.99 -2.85
Cr 1.09 1.32 -0.16
C -0.63 -0.70 -2.48
P 0.33 -0.78 -0.95
C -0.98 -0.91 0.35
H 4.57 1.01 0.44
O 1.91 0.60 2.95
H 0.75 -3.15 -0.90
C 3.00 3.46 1.68
C 2.96 0.02 3.60
C 3.07 2.15 -0.59
C -4.67 -1.95 0.05
H 4.63 0.86 -1.31
C -5.57 -2.51 -2.28
H 5.20 2.35 -0.54
H -4.54 -1.17 0.81
C 1.37 -2.24 -0.97
H 0.31 4.30 -3.01
H -2.24 1.71 -0.88
H 2.94 1.09 5.45
C -4.44 -2.85 -3.28
H -3.54 -3.36 1.20
H 5.41 -1.96 2.34
H -0.92 3.50 -2.04
C -4.42 -3.35 0.53
H -4.86 -3.54 -4.03
H 2.09 -2.20 -0.14
H -0.06 2.60 -3.30
H -5.27 -3.68 1.15
H -3.28 0.92 0.34
C 1.20 3.47 -0.18
H -1.39 -1.50 -2.52
H -1.37 1.92 3.05
H 0.65 5.48 0.33
P -0.95 0.82 0.97
C 2.63 1.50 -3.07
C 0.29 4.45 0.48
H -5.46 -0.55 -1.30
H 1.94 -2.26 -1.92
C 3.47 0.38 4.83
H -2.17 -4.66 -1.33
H -0.69 -1.62 1.14
C 2.25 2.14 -1.78
H -5.17 -4.62 -1.05
C -5.19 -1.60 -1.13
O 3.07 -0.76 1.49
C 5.39 -1.02 4.31
C -2.41 1.57 0.20
H -1.96 -1.17 -0.08
H 5.14 0.11 6.14
H 3.25 2.18 -3.67
H -3.95 -5.36 -0.05
H 3.65 2.72 2.15

Table of Löwdin atomic charges, one value per atom, all in e: 0.10 -0.20 -0.28 -0.13 0.11 0.09 -0.07 0.04 0.08 -0.27 -0.39 0.06 0.08 -0.02 -0.10 0.08 0.11 0.04 0.01 0.07 -0.22 -0.21 0.11 0.07 0.06 0.01 0.10 0.11 0.37 -0.22 0.80 -0.43 0.08 0.06 0.06 0.00 -0.22 -0.26 -0.14 0.09 -0.20 0.11 0.09 -0.21 0.10 0.04 0.12 -0.18 0.10 0.13 0.07 -0.19 0.12 0.04 0.08 0.12 0.04 -0.28 0.03 0.07 0.11 0.80 -0.02 -0.02 0.10 0.06 0.01 0.10 0.08 -0.28 0.10 -0.10 0.08 -0.08 -0.22 0.05 0.11 0.11 0.11 0.09